Entry 1:
Below is a cluster of 12 separate species, C23H65Cl8O22P3 in total, with properties calculated with ωB97M-V/def2-TZVPD.

Values from the calculation:
- Frontier orbital gap: 0.350 Ha
- Total charge: 0
- Structure (SMILES): COP(=O)(OC)OC.COP(=O)(OC)OC.COP(=O)(OC)OC.ClCCl.ClCCl.ClCCl.ClCCl.OCCO.OCCO.OCCO.OCCO.OCCO

CARTESIAN COORDINATES (ANGSTROEM)
H  -7.80129  -7.05105  4.83731
H  -8.85723  -11.77247  3.34989
H  -9.80183  -13.36396  -1.99318
H  -5.66000  -10.09889  -9.19092
C  -5.18906  -2.92919  -4.21209
H  -2.21197  -13.69923  -1.78143
P  -1.53700  -9.75073  -4.86418
C  -9.69309  -13.69251  -0.95958
H  -2.55444  -5.02127  -3.49960
H  -5.68643  -7.15960  1.03437
H  -7.99508  -10.11355  3.36876
O  -8.82385  -10.80757  1.63469
H  -4.46773  -2.12778  -4.05230
P  -4.83350  -4.87263  -5.88119
C  -6.84138  -11.77593  2.58117
H  -8.18919  -10.07922  -1.59243
H  -4.06776  -4.43720  1.34766
H  -1.70159  -9.77808  -1.82552
H  -7.02474  -11.15483  -8.82315
H  -9.63866  -14.78114  -0.95630
H  -5.46743  -7.20281  -4.47858
H  -7.61673  -8.69193  -0.64502
Cl  -8.12013  -12.74506  -4.35863
H  -4.71281  -10.11720  -6.36177
C  -4.17342  -10.17761  -5.41651
H  -2.89713  -10.72927  -2.76821
C  -6.50581  -6.82959  1.67296
H  -4.49972  -13.34238  -5.92066
H  -7.14562  -6.48234  6.36990
H  -7.34166  -6.85977  0.97401
H  -6.23352  -10.95445  2.20199
C  -7.44296  -9.05340  -9.60563
O  -0.31021  -10.04613  -5.89999
H  -11.13790  -12.40333  -0.21648
H  -6.01168  -12.91806  1.35570
H  -4.37908  -9.27008  -4.84889
H  -8.10752  -8.79590  -3.39106
H  -7.24171  -14.39472  -5.42815
H  -11.44437  -13.22944  1.69880
H  -2.86949  -10.06186  3.98980
C  -7.51852  -9.21997  -1.59351
O  -4.71425  -9.22736  3.85552
H  -4.18574  -11.13993  3.49953
H  -5.69953  -10.20303  -1.00592
O  -4.78480  -3.91446  -7.04905
H  -6.23832  -7.62303  5.38851
H  -2.21674  -6.37946  -2.40206
H  -2.68326  -10.54237  1.67184
H  -8.54087  -11.56512  1.11735
H  -6.36460  -11.36958  -2.64297
H  -7.38947  -9.28728  -10.66889
O  -10.77413  -13.75979  1.26164
H  -7.65029  -9.49565  -7.37526
H  -5.76842  -2.65275  -5.09301
Cl  -3.81236  -5.03550  -1.46063
H  -3.72149  -14.62989  -4.98574
H  -1.59686  -11.51333  -1.81469
O  -3.23006  -8.66612  1.65174
P  -5.21178  -5.57699  3.48633
C  -2.38775  -5.30453  -2.46033
C  -3.21083  -13.95642  -1.42897
H  -3.57136  -2.86512  2.12425
O  -7.97529  -8.27089  -2.59829
Cl  -3.60582  -12.84855  -0.04773
O  -4.26279  -6.72432  3.56491
H  0.14087  -10.30287  -7.89368
H  -6.96284  -8.08088  -9.49700
Cl  -8.86457  -15.39438  -4.04162
O  -6.14191  -5.58892  2.10556
Cl  -4.97279  -15.39461  -6.90593
H  -3.37361  -14.97975  -1.09076
C  -6.88583  -6.74729  5.34501
C  -1.85885  -10.66225  -2.44327
C  -3.59457  -10.00115  1.92615
H  -4.13709  -6.58411  -7.94526
H  -9.17928  -9.79571  -9.01751
Cl  -4.55673  -13.58113  -2.59153
H  -4.63728  -10.95607  -4.81075
C  -8.28173  -14.20452  -5.16306
H  -5.90753  -3.05171  -3.40160
C  -6.41024  -6.76933  -4.81220
H  -2.52646  -6.00072  -7.74828
H  -3.83720  -8.06757  2.09302
O  -2.79331  -10.53041  -5.56454
C  -0.50415  -9.67510  -7.27890
C  -6.09149  -9.65716  -1.86411
C  -6.68562  -10.11892  -8.82241
O  -1.79267  -8.30768  -4.63036
Cl  -1.07951  -4.40505  -1.63345
C  -3.81229  -10.11732  3.44561
O  -8.62703  -13.04913  -0.29061
C  -3.90873  -14.25546  -5.99214
O  -6.70460  -9.56577  -7.52483
O  -1.01514  -10.58810  -3.55240
O  -8.77692  -8.92770  -9.09673
O  -6.25831  -10.50705  -3.05084
C  -3.75673  -3.93048  2.26122
H  -5.41883  -8.84937  -2.15237
H  -8.91512  -14.04892  -6.03639
H  -2.94193  -7.54147  -6.96059
H  -0.32167  -8.61189  -7.43507
H  -4.26959  -8.41190  4.09818
H  -6.98548  -7.53735  -5.32925
O  -6.20273  -5.77444  -5.76697
O  -4.60310  -4.11694  3.31106
O  -3.59846  -5.95391  -5.97416
C  -10.97148  -13.48011  -0.18568
H  -8.55762  -13.73381  0.37871
O  -4.61072  -4.22045  -4.44019
O  -6.32693  -5.53007  4.70409
H  -6.92869  -6.38149  -3.93533
O  -6.80886  -12.89792  1.89021
H  -4.41810  -10.38178  1.32198
C  -3.31232  -6.55327  -7.23328
C  -8.15986  -11.07600  2.88437
Cl  -2.38070  -13.82110  -6.66259
H  -11.91490  -13.83986  -0.59633
H  -2.88698  -4.46617  2.64157
H  -6.68379  -7.57914  2.44406
H  -1.53860  -9.82115  -7.58983
H  -6.31406  -12.03947  3.49800

These are the Mulliken partial charges, in e, on atoms 1 to 99: H 0.28; H 0.24; H 0.21; H 0.28; C -0.91; H 0.34; P 0.90; C -0.45; H 0.05; H 0.18; H 0.29; O -0.45; H 0.27; P 0.59; C 0.04; H 0.23; H 0.11; H 0.29; H 0.31; H 0.19; H 0.04; H 0.02; Cl -0.04; H 0.24; C -0.17; H -0.08; C -0.45; H -0.09; H 0.32; H 0.40; H -0.27; C -0.34; O -0.45; H 0.28; H 0.30; H 0.10; H 0.33; H -0.24; H 0.31; H 0.34; C -0.20; O -0.26; H 0.36; H 0.04; O -0.73; H 0.21; H -0.08; H 0.38; H 0.31; H -0.02; H 0.34; O -0.54; H 0.30; H 0.39; Cl -0.17; H 0.10; H 0.18; O -0.59; P 1.00; C 0.39; C -0.69; H 0.25; O -0.59; Cl -0.07; O -0.74; H 0.27; H 0.23; Cl -0.15; O -0.44; Cl -0.21; H 0.47; C -0.55; C -0.20; C 1.08; H 0.30; H 0.32; Cl -0.05; H -0.01; C 0.13; H 0.30; C 0.01; H 0.25; H 0.30; O -0.03; C -0.59; C -0.01; C -0.56; O -0.51; Cl -0.21; C -0.90; O -0.35; C 0.28; O -0.33; O -0.41; O -0.54; O 0.01; C -0.37; H 0.14; H 0.33

---

Entry 2:
Below is a cluster of 9 separate species, C23H65F2N5O12S2 in total, with properties calculated with ωB97M-V/def2-TZVPD.

Values from the calculation:
- Frontier orbital gap: 0.229 Ha
- Total charge: -2

CARTESIAN COORDINATES (ANGSTROEM)
H  19.83881  -8.21880  -2.46535
H  26.16090  -7.53069  1.45601
H  27.09338  -10.28585  4.01275
F  21.49309  -13.29226  2.53838
H  23.26707  -9.69440  2.47712
O  30.18787  -11.34663  2.14229
H  24.34781  -7.22678  5.81912
C  25.51720  -7.51408  4.04905
O  21.06127  -12.81297  6.92432
H  29.15287  -13.64809  0.97061
H  27.28292  -11.46735  1.38875
H  22.05007  -8.66788  -3.07520
H  27.37433  -13.58214  5.78334
H  20.96748  -8.37127  -0.53604
H  31.30383  -10.11238  3.30765
N  27.61778  -12.38116  1.72143
C  28.19035  -7.57302  0.79041
H  28.73773  -13.03454  -1.41814
O  24.51500  -10.84168  1.24309
C  23.57732  -9.85923  1.42156
N  20.97997  -8.64139  -4.85202
H  24.41008  -8.47665  -2.83358
H  21.73511  -9.04777  -5.39468
C  27.80677  -10.49218  4.81333
H  21.83410  -7.00777  0.17086
H  18.79901  -5.93830  6.37472
H  23.99723  -10.85269  -3.27470
H  30.37594  -9.29903  2.04873
H  19.37169  -6.59289  3.38404
H  27.60824  -11.77925  -0.87565
C  19.95067  -5.01337  4.77295
H  31.84340  -10.16724  1.61346
O  19.94641  -14.25984  3.97497
H  23.96623  -8.83643  1.16477
S  20.97055  -13.24240  4.06700
C  28.05399  -12.74143  -0.61287
H  25.26355  -6.58903  3.52269
O  24.57092  -11.52358  -1.43112
H  27.91892  -9.56076  5.37926
H  28.10100  -12.19989  2.59389
O  26.22435  -6.31226  6.05386
H  28.49434  -12.99238  4.95259
H  19.74260  -6.71585  -3.36424
H  25.62895  -12.14219  7.03259
H  25.86141  -9.46023  -2.41091
N  27.47536  -12.89553  5.02693
H  20.36437  -8.88463  3.47577
H  27.25850  -13.48454  -0.58702
C  24.82984  -9.22332  -2.15147
C  28.69441  -12.67212  0.75881
H  26.33893  -7.97897  -0.18970
O  21.23806  -15.24986  6.59863
H  17.85429  -5.56230  4.93719
H  29.35884  -10.69838  0.37028
H  28.53073  -7.33537  1.80005
H  22.06750  -6.20033  -4.83958
C  26.78070  -8.15419  0.79861
C  20.25234  -6.25853  3.94835
H  25.93161  -9.91849  1.17677
C  25.40099  -7.33974  5.53990
H  28.73948  -10.79568  4.33913
H  28.85166  -8.24692  0.24679
O  26.83684  -9.49074  1.19920
C  23.73187  -10.86778  5.60100
H  24.76675  -8.87257  -1.12182
H  23.00378  -10.32425  -1.81317
H  30.62229  -11.85139  0.13072
S  21.70832  -13.94121  6.30322
H  25.57918  -8.29663  6.05275
C  21.53621  -7.92588  -3.70032
H  23.36301  -7.47547  -4.69015
N  22.30432  -13.66507  4.74469
C  25.87482  -11.41661  6.24276
H  20.72249  -3.44317  3.66765
C  18.65874  -5.20460  5.58443
C  21.61932  -7.51499  -0.76574
F  23.14246  -13.86225  7.00212
H  23.37971  -11.25087  6.56224
H  18.33588  -4.23803  5.98082
C  27.30622  -11.58350  5.74206
H  23.02402  -6.41207  -3.33734
H  20.47348  -9.46061  -4.52461
O  20.93320  -6.69273  -1.68134
H  23.95256  -9.79370  5.68400
H  20.76351  -4.96783  5.51348
C  29.79508  -11.60540  0.81763
H  27.86795  -11.66237  6.68587
N  19.82667  -3.81220  3.96416
H  22.61496  -9.95478  0.87902
H  19.41528  -3.11143  4.56968
H  21.02232  -5.97280  3.21555
H  24.84711  -8.32313  3.73907
H  25.81593  -10.41387  6.69540
C  24.00044  -10.51316  -2.23491
H  22.94545  -10.93066  4.85459
H  27.10446  -6.64802  6.23036
O  24.91556  -11.55807  5.22875
H  26.48781  -7.79015  3.62863
O  20.62856  -11.83841  4.14754
C  30.96670  -10.19637  2.27407
H  21.50668  -9.11917  4.80269
C  20.42967  -7.35400  -2.80776
H  22.54689  -7.94928  -1.14973
H  22.01516  -8.11405  3.43370
C  21.16339  -8.41333  4.05000
H  24.50828  -11.19086  -0.49063
C  22.57058  -6.91738  -4.19017
O  20.67733  -7.29339  4.79427
H  28.19977  -6.60905  0.26996

These are the Mulliken partial charges, in e, on atoms 1 to 99: H 0.35; H 0.15; H 0.08; F -0.30; H -0.71; O -0.21; H 0.28; C -0.08; O -0.57; H 0.37; H 0.10; H -0.64; H 0.30; H 0.36; H 0.26; N -0.48; C -1.55; H 0.44; O -1.18; C 0.63; N -0.79; H 0.03; H 0.29; C -0.96; H 0.29; H 0.31; H 0.34; H 0.18; H 0.27; H 0.14; C 0.59; H 0.38; O -0.65; H -0.26; S 0.97; C -1.47; H 0.47; O -0.56; H 0.38; H 0.10; O -0.61; H 0.20; H 0.34; H 0.36; H 0.45; N -0.69; H 0.40; H 0.39; C 0.18; C 0.42; H 0.09; O -0.59; H 0.31; H -0.17; H 0.22; H 0.41; C 0.12; C -0.57; H 0.01; C -0.16; H 0.20; H 0.28; O 0.40; C -0.03; H -0.65; H 0.18; H 0.40; S 1.07; H -0.07; C 1.80; H 0.43; N -0.14; C -1.06; H 0.25; C -1.34; C -0.41; F -0.26; H 0.48; H 0.41; C 0.49; H 0.29; H 0.29; O -0.44; H 0.06; H 0.16; C -0.20; H 0.35; N -0.71; H 0.35; H 0.24; H 0.18; H 0.00; H 0.40; C -0.28; H -0.48; H 0.35; O -0.12; H -0.15; O -0.50

---

Record order is preserved below.
Electronic energy: -7276.26484; -3087.97974 Ha